[1]
{"formula": "C9H10N2OS", "method": "ωB97M-V/def2-TZVPD", "elements": ["C", "C", "C", "C", "C", "C", "C", "C", "C", "N", "N", "O", "S", "H", "H", "H", "H", "H", "H", "H", "H", "H", "H"], "xyz": [[3.739, 1.377, 0.311], [2.633, -2.316, 1.336], [-0.330, -0.120, 0.624], [-0.180, -0.735, -0.561], [0.656, -0.769, 1.655], [1.043, -1.565, -0.464], [1.516, -1.587, 0.784], [-1.321, 0.898, 1.009], [-0.886, -0.503, -1.865], [3.605, 0.424, 0.950], [3.534, -2.814, 1.863], [3.554, 1.454, -2.151], [3.857, 2.520, -0.965], [1.259, 0.030, 2.187], [-0.017, -1.271, 2.256], [1.263, -2.003, -1.368], [4.109, 0.745, -2.098], [-2.228, 0.381, 0.993], [-1.324, 1.740, 0.321], [-1.289, 1.272, 2.089], [-1.234, 0.582, -1.879], [-1.803, -1.005, -1.940], [-0.285, -0.834, -2.702]], "nbo_charge": [-0.010, 0.289, 0.085, -0.078, -0.450, -0.123, -0.141, -0.662, -0.637, -0.296, -0.326, -0.815, 0.639, 0.251, 0.244, 0.208, 0.487, 0.225, 0.227, 0.222, 0.219, 0.221, 0.219], "smiles": "CC1=C(C)CC(C#N)=C1.N#CSO", "homo_energy_ev": -8.356, "e_above_lowest_kj_mol": 349.6, "max_force_ev_per_a": 4.38}

---

[2]
{"formula": "C9H10N2S", "method": "ωB97M-V/def2-TZVPD", "elements": ["C", "C", "C", "C", "C", "C", "C", "C", "C", "N", "N", "S", "H", "H", "H", "H", "H", "H", "H", "H", "H", "H"], "xyz": [[-1.166, 3.477, -1.126], [-1.268, 3.371, 0.254], [-0.982, 2.229, -1.652], [-0.043, -0.944, -1.317], [0.362, -2.179, -0.914], [-0.117, -0.395, 1.333], [-0.317, 0.152, -0.488], [0.347, -2.643, 0.522], [0.750, -1.604, 1.459], [-1.090, 2.111, 0.593], [-0.780, 1.439, -0.533], [2.711, -1.364, 1.013], [-1.062, 4.424, -1.597], [-1.248, 4.039, 1.075], [-0.748, 1.962, -2.677], [-0.031, -0.793, -2.379], [0.578, -2.901, -1.694], [-0.401, 0.361, 1.929], [-0.585, -3.130, 0.995], [1.124, -3.510, 0.566], [0.842, -2.073, 2.490], [3.126, -2.030, 2.148]], "nbo_charge": [-0.317, -0.043, -0.052, -0.316, -0.119, -0.067, 0.219, -0.490, -0.324, -0.250, -0.218, -0.156, 0.226, 0.220, 0.230, 0.211, 0.211, 0.195, 0.235, 0.233, 0.240, 0.129], "homo_energy_ev": [-8.155, -7.088], "e_above_lowest_kj_mol": 631.5, "max_force_ev_per_a": 8.00}

---

[3]
{"formula": "C9H10N3", "method": "ωB97M-V/def2-TZVPD", "elements": ["C", "C", "C", "C", "C", "C", "C", "C", "C", "N", "N", "N", "H", "H", "H", "H", "H", "H", "H", "H", "H", "H"], "xyz": [[1.179, 2.840, -0.941], [-0.225, 2.792, -0.846], [1.947, 1.791, -0.387], [-0.903, 1.816, -0.098], [1.185, 0.824, 0.359], [-0.235, 0.765, 0.440], [0.713, -1.096, 1.462], [-0.918, -1.597, 1.027], [-1.591, -1.997, -0.191], [1.729, -0.355, 0.910], [-0.485, -0.369, 1.219], [-1.434, -3.329, -0.768], [1.653, 3.619, -1.565], [-0.782, 3.603, -1.324], [3.023, 1.681, -0.293], [-1.992, 1.884, -0.127], [0.799, -1.405, 2.550], [-1.343, -1.358, -1.006], [-2.517, -1.782, 0.034], [-2.050, -4.053, -0.334], [2.752, -0.676, 0.658], [-0.503, -3.596, -0.779]], "nbo_charge": [-0.172, -0.131, -0.199, -0.231, 0.164, 0.139, 0.061, 0.431, -0.353, -0.458, -0.400, -0.796, 0.253, 0.249, 0.245, 0.252, 0.268, 0.225, 0.234, 0.384, 0.469, 0.365], "charge": 1, "homo_energy_ev": [-11.358, -13.183], "e_above_lowest_kj_mol": 16.8, "max_force_ev_per_a": 5.57, "spin_multiplicity": 3}

---

[4]
{"formula": "C9H10N3O", "method": "ωB97M-V/def2-TZVPD", "elements": ["C", "C", "C", "C", "C", "C", "C", "C", "C", "N", "N", "N", "O", "H", "H", "H", "H", "H", "H", "H", "H", "H", "H"], "xyz": [[1.636, 2.454, -0.449], [2.246, 1.174, -0.539], [0.231, 2.199, -0.394], [1.284, 0.272, -0.381], [-1.087, 0.139, -0.056], [-0.954, -1.166, 0.393], [-2.485, 0.659, -0.184], [1.288, -1.247, -0.590], [-0.710, -2.552, 0.459], [0.067, 0.846, -0.320], [-3.488, -0.074, 0.286], [0.414, -1.621, 0.533], [-2.745, 1.719, -0.634], [2.257, 3.405, -0.627], [3.223, 0.875, -0.721], [-0.571, 2.853, -0.471], [0.878, -1.421, -1.650], [2.394, -1.529, -0.549], [-0.935, -3.211, 1.281], [-0.787, -3.075, -0.502], [-3.426, -0.895, 0.900], [-4.330, 0.395, 0.333], [0.892, -1.481, 1.409]], "nbo_charge": [-0.256, -0.214, -0.014, 0.063, 0.194, 0.052, 0.617, -0.271, -0.209, -0.350, -0.786, -0.361, -0.540, 0.264, 0.235, 0.256, 0.258, 0.270, 0.267, 0.257, 0.398, 0.420, 0.451], "smiles": "NC(=O)C1=C2C[N@H+]2Cc2cccn21", "charge": 1, "homo_energy_ev": -12.301, "e_above_lowest_kj_mol": 321.9, "max_force_ev_per_a": 4.83}

---

[5]
{"formula": "C9H10N3S2", "method": "ωB97M-V/def2-TZVPD", "elements": ["C", "C", "C", "C", "C", "C", "C", "C", "C", "N", "N", "N", "S", "S", "H", "H", "H", "H", "H", "H", "H", "H", "H", "H"], "xyz": [[-0.867, -4.485, 0.979], [-1.091, -3.258, 1.590], [0.858, 2.763, -1.758], [-0.287, 2.128, -2.159], [-1.385, -4.549, -0.296], [1.397, 2.555, -0.477], [0.690, 1.685, 0.418], [-0.431, 1.078, -0.086], [-1.803, -2.369, 0.788], [-0.898, 1.279, -1.310], [2.516, 3.189, -0.086], [1.166, 1.416, 1.676], [-2.166, -3.120, -0.774], [-2.351, -0.840, 1.186], [-0.350, -5.305, 1.443], [-0.776, -2.999, 2.585], [1.362, 3.432, -2.436], [-0.723, 2.269, -3.134], [-1.339, -5.382, -0.972], [-1.747, 0.800, -1.592], [3.022, 3.751, -0.750], [3.008, 2.913, 0.745], [1.663, 2.151, 2.154], [0.531, 0.897, 2.266]], "nbo_charge": [-0.265, -0.129, -0.299, 0.047, -0.301, 0.240, -0.004, 0.156, -0.498, -0.518, -0.754, -0.793, 0.523, 0.313, 0.252, 0.249, 0.240, 0.235, 0.260, 0.437, 0.411, 0.407, 0.385, 0.407], "charge": 1, "homo_energy_ev": -11.554, "max_force_ev_per_a": 2.65}

---

[6]
{"formula": "C9H10N4S", "method": "ωB97M-V/def2-TZVPD", "elements": ["C", "C", "C", "C", "C", "C", "C", "C", "C", "N", "N", "N", "N", "S", "H", "H", "H", "H", "H", "H", "H", "H", "H", "H"], "xyz": [[-3.283, -0.283, -0.418], [-3.331, 0.836, 0.328], [-2.097, -0.919, -0.782], [-2.179, 1.569, 0.538], [-0.895, -0.214, -0.404], [-0.987, 1.047, 0.103], [4.495, -1.701, 0.736], [1.485, -0.580, 0.096], [1.098, 1.795, -0.631], [3.709, -0.967, 0.075], [2.512, -1.087, -0.458], [0.319, -0.824, -0.653], [0.126, 1.850, 0.252], [2.490, 2.699, -0.450], [-4.314, -0.809, -0.491], [-4.207, 1.174, 0.806], [-2.037, -1.912, -1.344], [-2.157, 2.615, 0.930], [4.261, -2.606, 1.090], [5.538, -1.215, 0.879], [1.668, -0.169, 1.059], [0.797, 1.233, -1.534], [0.608, -1.410, -1.481], [0.175, 2.477, 1.008]], "nbo_charge": [-0.207, -0.237, -0.215, -0.182, 0.135, 0.062, -0.105, 0.174, -0.062, -0.217, -0.281, -0.627, -0.573, -0.156, 0.220, 0.217, 0.233, 0.216, 0.152, 0.187, 0.210, 0.210, 0.432, 0.413], "smiles": "C=N/N=C/Nc1ccccc1NC=S", "homo_energy_ev": -7.762, "e_above_lowest_kj_mol": 372.9, "max_force_ev_per_a": 4.90}

---

[7]
{"formula": "C9H10N5S", "method": "ωB97M-V/def2-TZVPD", "elements": ["N", "N", "N", "N", "S", "C", "C", "C", "C", "C", "N", "C", "C", "C", "C", "H", "H", "H", "H", "H", "H", "H", "H", "H", "H"], "xyz": [[1.759, -2.756, 3.261], [1.107, -1.934, 2.486], [3.004, -0.861, 2.948], [2.895, -2.068, 3.629], [1.769, 1.998, -0.637], [1.849, -0.766, 2.320], [1.583, 0.240, 1.265], [2.534, 1.078, 0.580], [0.193, 1.400, -0.283], [0.236, 0.437, 0.776], [3.836, 1.146, 0.822], [-1.113, 1.632, -0.998], [-1.096, -0.202, 1.323], [-2.311, 0.671, -0.670], [-2.261, 0.678, 0.902], [4.262, 0.474, 1.486], [4.389, 1.395, 0.059], [-1.535, 2.595, -0.607], [-0.950, 1.641, -2.054], [-1.162, -0.116, 2.392], [-1.160, -1.260, 0.999], [-2.029, -0.326, -1.089], [-3.195, 1.028, -1.216], [-3.188, 0.188, 1.253], [-2.296, 1.724, 1.294]], "nbo_charge": [-0.133, -0.380, -0.386, -0.224, 0.374, 0.184, -0.166, 0.016, -0.296, 0.022, -0.819, -0.412, -0.423, -0.386, -0.397, 0.434, 0.365, 0.182, 0.199, 0.225, 0.238, 0.195, 0.196, 0.193, 0.200], "charge": -1, "homo_energy_ev": -3.515, "e_above_lowest_kj_mol": 109.2, "max_force_ev_per_a": 5.28}

---

[8]
{"formula": "C9H10N6O6", "method": "ωB97M-V/def2-TZVPD", "elements": ["C", "N", "C", "N", "C", "H", "H", "H", "H", "H", "H", "H", "H", "O", "N", "O", "C", "C", "C", "N", "O", "O", "C", "C", "N", "O", "O", "N", "C", "H", "H"], "xyz": [[1.247, 0.716, -2.635], [0.820, -0.515, -1.886], [1.962, -1.204, -1.240], [0.158, -1.482, -2.617], [-0.434, -1.328, -3.733], [2.333, 0.698, -2.791], [0.756, 0.767, -3.607], [1.000, 1.614, -2.058], [2.908, -0.906, -1.712], [2.002, -0.983, -0.171], [1.781, -2.268, -1.413], [-0.781, -2.242, -4.228], [-0.634, -0.371, -4.229], [-2.964, -0.590, 4.481], [-1.747, -0.416, 4.297], [-0.896, -0.525, 5.212], [-1.228, -0.076, 2.982], [0.148, 0.050, 2.809], [0.691, 0.367, 1.546], [2.044, 0.883, 1.489], [2.751, 0.874, 2.516], [2.453, 1.348, 0.399], [-0.094, 0.397, 0.376], [-1.462, 0.352, 0.571], [-2.457, 0.901, -0.261], [-2.447, 1.261, -1.425], [-3.587, 1.096, 0.551], [-3.358, 0.665, 1.842], [-2.076, 0.222, 1.835], [0.814, -0.063, 3.661], [0.296, 0.761, -0.562]], "nbo_charge": [-0.441, -0.302, -0.403, -0.241, -0.153, 0.207, 0.210, 0.204, 0.194, 0.185, 0.233, 0.196, 0.157, -0.332, 0.500, -0.378, 0.009, -0.104, -0.033, 0.500, -0.356, -0.387, -0.076, 0.020, 0.423, -0.337, -0.125, -0.067, 0.108, 0.295, 0.294], "smiles": "O=[N+]([O-])c1cc([N+](=O)[O-])c2no[n+]([O-])c2c1.C=NN(C)C", "homo_energy_ev": -9.371, "e_above_lowest_kj_mol": 71.0, "max_force_ev_per_a": 2.79}

---

[9]
{"formula": "C9H10NO3S", "method": "ωB97M-V/def2-TZVPD", "elements": ["C", "C", "C", "C", "C", "C", "C", "C", "C", "N", "O", "O", "O", "S", "H", "H", "H", "H", "H", "H", "H", "H", "H", "H"], "xyz": [[-0.819, -3.144, -0.075], [-1.742, -2.123, -0.052], [0.100, -0.956, -0.070], [2.762, -0.148, -0.262], [0.677, 2.911, -0.087], [0.886, 1.610, -0.996], [0.705, 2.319, 1.334], [1.389, 0.592, 0.012], [-3.236, -2.385, -0.084], [-1.204, -0.873, 0.008], [2.741, -1.337, -0.339], [3.601, 0.745, -0.461], [1.437, 1.139, 1.232], [0.791, -2.500, -0.036], [-1.029, -4.129, -0.255], [1.624, 3.534, -0.057], [-0.265, 3.598, -0.341], [-0.107, 1.452, -1.384], [1.577, 2.059, -1.736], [1.238, 3.078, 2.044], [-0.257, 2.161, 1.631], [-3.475, -3.409, 0.400], [-3.733, -1.667, 0.633], [-3.661, -2.527, -1.057]], "nbo_charge": [-0.498, 0.209, -0.026, 0.759, -0.416, -0.477, -0.060, 0.268, -0.659, -0.549, -0.707, -0.757, -0.502, 0.408, 0.189, 0.198, 0.197, 0.221, 0.241, 0.164, 0.160, 0.191, 0.229, 0.216], "charge": -1, "homo_energy_ev": [-0.986, -4.198], "max_force_ev_per_a": 5.83, "spin_multiplicity": 3}

---

[10]
{"formula": "C9H10O2", "method": "ωB97M-V/def2-TZVPD", "elements": ["C", "C", "C", "C", "C", "C", "C", "C", "C", "H", "H", "H", "H", "H", "H", "H", "H", "H", "H", "O", "O"], "xyz": [[2.100, 1.278, -0.310], [-0.349, 0.633, -0.441], [-1.026, -0.363, -1.180], [-2.268, -1.027, -0.790], [-3.048, -0.323, 0.150], [-2.228, 0.508, 0.917], [-0.940, 1.094, 0.712], [2.319, -0.193, -0.353], [1.683, -1.138, 0.608], [2.931, 1.865, -0.861], [2.245, 1.265, 0.910], [-0.418, -0.797, -2.117], [-2.797, -1.676, -1.393], [-4.048, -0.803, 0.637], [-2.492, 0.778, 1.945], [-0.732, 2.194, 1.260], [2.507, -0.684, -1.227], [1.448, -0.756, 1.780], [1.022, -2.255, 0.219], [0.784, 1.368, -0.920], [3.307, -0.969, 0.454]], "nbo_charge": [-0.090, 0.272, -0.267, -0.184, -0.231, -0.201, -0.267, -0.023, -0.157, 0.231, 0.187, 0.231, 0.214, 0.233, 0.205, 0.255, 0.197, 0.233, 0.239, -0.538, -0.540], "homo_energy_ev": -9.166, "e_above_lowest_kj_mol": 721.8, "max_force_ev_per_a": 4.88}

---

Energy list, top to bottom, in Ha: -931.765429; -856.414150; -512.746689; -588.093259; -1309.277848; -966.036482; -1020.920300; -1128.467943; -1027.431334; -499.156866